DFT (ωB97M-V with the def2-TZVPD basis set) results for one molecule with the formula C5H10.

The SMILES is C/C=C/CC. The total energy is -196.375746 Eh. The calculation puts the largest force on an atom at 8.65 eV Å⁻¹. As for the molar mass: 70.1 g/mol. For the relative energy (zero: lowest compared OMol25 entry of this formula, charge and spin), the calculation gives 348.3 kJ/mol. As for the spin multiplicity: 1. The frontier orbital gap is 10.8 eV.

Last column: Mulliken charge in e.
Geometry (Å):
C (0.9234, -1.1709, 2.0534)  -1.09
C (-0.0872, -0.8141, 0.9806)  0.18
C (0.1982, -0.2060, -0.0749)  -0.21
C (-0.8190, 0.1230, -1.0937)  -0.33
C (-0.3749, 1.4488, -1.9150)  -1.24
H (0.5722, -0.6398, 3.2182)  0.22
H (1.9000, -0.7868, 1.8032)  0.34
H (0.9639, -2.3602, 2.2871)  0.25
H (-1.1091, -1.1467, 1.3920)  0.25
H (1.3809, 0.1788, -0.2611)  0.04
H (-0.9550, -0.4896, -1.7996)  0.36
H (-1.9457, 0.3578, -0.6957)  0.22
H (-0.2320, 2.3278, -1.0357)  0.23
H (-1.0263, 1.7880, -2.6205)  0.41
H (0.6105, 1.3898, -2.2382)  0.36

---

DFT (ωB97M-V with the def2-TZVPD basis set) results for C5H10AgO5 as an isolated structure.

The total energy is -719.527249 Eh. The calculation puts the largest force on an atom at 1.69 eV Å⁻¹. As for the molar mass: 258.0 g/mol. For the relative energy (zero: lowest compared OMol25 entry of this formula, charge and spin), the calculation gives 103.5 kJ/mol. As for the spin multiplicity: 2. The frontier orbital gap (spin up / spin down) is 5.6 / 7.9 eV.

Last column: Mulliken spin population.
Geometry (Å):
C (-1.8994, -0.5021, -2.5236)  0.43
C (-0.4553, -0.7739, -2.1978)  0.00
O (-0.2648, -2.1871, -2.1784)  0.00
C (1.0009, -2.6709, -2.2293)  0.00
O (1.9630, -1.8696, -2.3003)  0.00
O (1.0901, -3.9216, -2.2765)  0.00
O (-2.1306, 0.8342, -2.8045)  0.07
Ag (3.4133, -3.7133, -2.4003)  0.00
H (-3.0009, -0.9682, -1.5334)  -0.03
H (-0.1751, -0.3456, -1.2211)  0.01
H (0.1987, -0.3248, -2.9586)  0.02
H (-2.9648, 0.8918, -3.3115)  0.00
H (-2.2829, -1.1718, -3.3086)  0.00
C (-4.1484, -1.5194, -0.5638)  0.49
C (-5.3700, -0.7275, -0.2259)  -0.04
O (-5.0011, 0.3662, 0.6123)  0.00
H (-4.3714, -2.4573, -1.0819)  -0.01
H (-3.5291, -1.7696, 0.3053)  0.00
H (-6.1062, -1.3573, 0.3071)  0.03
H (-5.8622, -0.3594, -1.1427)  0.01
H (-5.7771, 0.8959, 0.8149)  0.00

---

DFT (ωB97M-V with the def2-TZVPD basis set) results for C5H10AsCl10F6O8P2Y2 as an isolated structure.

The total energy is -8995.304996 Eh. As for the total charge: -1. The calculation puts the largest force on an atom at 7.14 eV Å⁻¹. As for the molar mass: 981.3 g/mol. For the relative energy (zero: lowest compared OMol25 entry of this formula, charge and spin), the calculation gives 0.0 kJ/mol. As for the spin multiplicity: 1. The frontier orbital gap is 5.9 eV.

Last column: Mulliken charge in e.
Geometry (Å):
Y (-0.0344, 2.2402, 0.5667)  1.43
Y (2.3211, -0.6509, 1.1031)  1.19
P (3.2801, 1.8349, 1.9793)  0.71
O (4.5061, 2.7009, 2.0087)  -0.76
O (2.9715, 0.5104, 2.7936)  -0.59
O (3.6485, 0.9826, 0.6852)  -0.65
O (1.9494, 2.4888, 1.4503)  -0.38
P (-0.2545, -0.4144, 0.4353)  0.86
O (0.5345, -1.7170, 0.1895)  -0.41
O (-1.2446, 0.5520, -0.2943)  -0.45
O (0.9335, 0.4179, -0.1876)  -0.47
O (0.2694, 0.2592, 1.7274)  -0.50
As (2.2778, 3.2558, -2.5644)  2.09
F (3.2941, 3.4189, -3.9800)  -0.52
F (2.2498, 4.9821, -2.3000)  -0.51
F (1.1924, 3.1111, -1.1195)  -0.57
F (2.3009, 1.5369, -2.6789)  -0.40
F (3.6805, 3.2117, -1.5395)  -0.46
F (0.8487, 3.4031, -3.5397)  -0.49
C (0.8261, 1.3629, 4.9196)  -0.07
Cl (-0.1814, 0.8984, 6.3294)  -0.21
Cl (0.0665, 2.6496, 3.9892)  -0.15
H (1.8164, 1.5939, 5.2947)  0.36
H (0.9323, 0.4726, 4.3101)  0.04
C (-4.6005, 0.7305, -1.3712)  0.53
Cl (-4.4691, 0.3015, -3.0911)  -0.15
Cl (-5.5396, -0.4818, -0.4688)  -0.17
H (-3.6089, 0.7556, -0.9249)  -0.55
H (-5.0306, 1.7209, -1.2713)  0.35
C (-1.0351, -0.8431, -3.1745)  0.84
Cl (-1.7488, -2.3312, -3.8513)  -0.19
Cl (-0.1504, 0.0644, -4.4183)  -0.16
H (-1.8345, -0.1737, -2.8897)  -0.25
H (-0.3720, -1.1082, -2.3615)  -0.28
C (-2.7298, -2.6542, -0.0321)  0.56
Cl (-3.8675, -3.6036, -0.9744)  -0.14
Cl (-2.6086, -3.3351, 1.6058)  -0.19
H (-1.7353, -2.6251, -0.4705)  -0.10
H (-3.0934, -1.6360, 0.0698)  -0.16
C (0.7440, -4.6858, 0.7270)  0.22
Cl (0.5115, -6.3390, 1.2734)  -0.18
Cl (2.3955, -4.1483, 1.0323)  -0.21
H (0.5027, -4.6270, -0.3266)  0.22
H (0.0853, -4.0822, 1.3398)  -0.07

---

DFT (ωB97M-V with the def2-TZVPD basis set) results for one molecule with the formula C5H10BN.

The SMILES is C=C[C@H]1B(C)N1C. The total energy is -276.011274 Eh. The calculation puts the largest force on an atom at 5.76 eV Å⁻¹. As for the molar mass: 95.0 g/mol. For the relative energy (zero: lowest compared OMol25 entry of this formula, charge and spin), the calculation gives 358.7 kJ/mol. As for the spin multiplicity: 1. The frontier orbital gap is 9.1 eV.

Last column: Mulliken charge in e.
Geometry (Å):
C (-0.5207, 2.5045, 1.1792)  -0.73
C (-0.5694, 2.1182, -0.1799)  -0.26
C (-0.5367, 0.7422, -0.7149)  -0.25
B (0.3780, -0.5127, -1.2672)  0.32
C (0.8181, -1.9763, -1.7030)  -0.78
N (0.1645, -0.2215, 0.0423)  -0.07
C (0.1880, -0.8766, 1.3300)  -0.89
H (-0.5852, 3.4990, 1.4642)  0.34
H (-0.2620, 1.7248, 1.8928)  0.07
H (-0.8672, 2.9093, -0.8198)  0.34
H (-1.6170, 0.4549, -0.8534)  0.19
H (1.6171, -2.1945, -2.4781)  0.27
H (-0.1048, -2.5641, -2.0355)  0.26
H (1.0752, -2.3396, -0.6946)  0.23
H (0.2795, -0.1676, 2.0921)  0.28
H (-0.5598, -1.6982, 1.3712)  0.37
H (1.1024, -1.4018, 1.3746)  0.32

---

DFT (ωB97M-V with the def2-TZVPD basis set) results for one molecule with the formula C5H10BNO4.

The SMILES is O=C(O)[C@]1(B(O)O)CCCN1. The total energy is -577.175084 Eh. The calculation puts the largest force on an atom at 5.87 eV Å⁻¹. As for the molar mass: 159.0 g/mol. For the relative energy (zero: lowest compared OMol25 entry of this formula, charge and spin), the calculation gives 56.9 kJ/mol. As for the spin multiplicity: 1. The frontier orbital gap is 10.2 eV.

Last column: Mulliken charge in e.
Geometry (Å):
O (-1.9856, -1.5684, -0.8434)  -0.58
C (-1.4811, -0.5030, -1.0254)  0.03
O (-1.8925, 0.3533, -2.0519)  -0.52
C (-0.0891, -0.1905, -0.3538)  1.26
B (0.8605, -1.4344, -0.5684)  0.57
O (0.4579, -2.7552, -0.4092)  -0.66
O (2.2153, -1.3232, -0.8273)  -0.58
C (-0.3901, -0.1691, 1.1534)  -1.10
C (0.2038, 1.1304, 1.6435)  -0.53
C (0.1532, 1.9521, 0.3577)  -0.60
N (0.3966, 1.1044, -0.7355)  -0.60
H (-1.1992, 0.9912, -2.1066)  0.40
H (-0.4084, -3.0979, -0.4873)  0.32
H (2.4016, -2.2834, -0.8558)  0.33
H (-0.0698, -0.9702, 1.7436)  0.44
H (-1.5316, -0.3717, 1.2171)  0.37
H (-0.4119, 1.5464, 2.4790)  0.32
H (1.3111, 1.1973, 2.0886)  0.25
H (-0.8752, 2.5132, 0.2159)  0.22
H (0.9597, 2.8974, 0.2946)  0.32
H (1.3748, 0.9811, -0.9288)  0.34

---

DFT (ωB97M-V with the def2-TZVPD basis set) results for a 2-piece molecular cluster, C5H10Br2N3 overall.

The total energy is -5508.527952 Eh. As for the total charge: +1. The calculation puts the largest force on an atom at 4.40 eV Å⁻¹. As for the molar mass: 272.0 g/mol. For the relative energy (zero: lowest compared OMol25 entry of this formula, charge and spin), the calculation gives 70.4 kJ/mol. As for the spin multiplicity: 1. The frontier orbital gap is 11.1 eV.

Last column: Mulliken charge in e.
Geometry (Å):
C (0.7999, -1.8366, 0.3289)  -0.12
C (0.1302, -0.5890, -1.2950)  0.41
C (-0.2459, 1.9057, 1.1556)  -1.43
C (-2.4365, 0.7017, 0.7610)  -1.20
C (-1.0489, 1.0932, 0.1390)  0.48
N (0.0900, -0.9426, 0.8482)  -0.69
N (0.7179, -1.8094, -1.0686)  -0.08
N (-0.2669, -0.0846, -0.1576)  0.68
Br (3.8890, -2.0340, -1.2864)  -0.24
Br (-0.0102, 0.2436, -2.8871)  0.01
H (1.3407, -2.7011, 0.8517)  0.38
H (0.5092, 2.3651, 0.6888)  0.49
H (-0.7067, 2.8735, 1.5938)  0.35
H (0.1671, 1.3434, 1.9854)  0.39
H (-2.4339, -0.1283, 1.4107)  0.37
H (-3.1877, 0.3846, -0.0657)  0.33
H (-2.7996, 1.6880, 1.1291)  0.36
H (-1.1652, 1.5215, -0.8762)  0.00
H (1.3886, -2.1922, -1.7042)  0.24
H (5.2690, -1.8025, -1.5514)  0.28

---

spin multiplicity of number 4 (C5H10BN)? 1